No. 1
Computed, not measured: C36H49BBr2F3N3O13P2 as an isolated structure, with ωB97M-V/def2-TZVPD.

Computed properties:
frontier orbital gap	8.6	eV
LUMO level	-0.75	eV
total charge	0

Element x y z (Å)
N: -3.37 1.27 1.80
C: -2.78 1.93 2.54
O: -2.15 2.59 3.46
C: -0.82 2.94 3.09
C: 0.18 2.00 3.25
C: -0.20 0.65 3.82
C: 0.18 0.64 5.30
N: -0.14 1.63 6.02
C: 1.49 2.33 2.90
C: 2.58 1.29 3.02
C: 2.37 0.08 2.05
C: 3.16 0.22 0.75
F: 4.48 0.41 0.97
Br: 2.40 1.69 -0.29
C: 2.95 -1.09 -0.07
F: 3.07 -2.17 0.73
F: 3.89 -1.19 -1.02
Br: 1.21 -1.25 -0.93
C: 1.75 3.62 2.44
C: 0.71 4.54 2.29
C: -0.61 4.22 2.61
C: -1.76 5.18 2.47
C: -1.81 5.98 3.79
C: -2.51 5.28 4.92
O: -3.05 6.46 4.15
C: 1.04 5.89 1.75
O: 0.54 6.93 2.12
C: 2.12 5.91 0.71
C: 2.09 6.78 -0.35
C: 3.13 6.77 -1.27
C: 4.20 5.90 -1.09
C: 4.23 5.02 -0.01
B: 5.51 4.08 0.14
N: 6.51 4.49 1.11
O: 5.66 2.93 -0.62
C: 3.18 5.02 0.90
C: 3.13 4.10 2.06
O: 4.11 3.79 2.70
H: -1.27 0.48 3.81
H: 0.32 -0.19 3.36
H: 0.75 -0.19 5.73
H: 0.19 1.49 6.98
H: 2.56 0.89 4.03
H: 3.57 1.68 2.81
H: 2.71 -0.80 2.58
H: 1.33 -0.01 1.74
H: -2.73 4.69 2.41
H: -1.59 5.91 1.68
H: -0.94 6.57 4.04
H: -3.33 4.61 4.70
H: -2.38 5.71 5.90
H: 1.26 7.47 -0.44
H: 3.09 7.48 -2.09
H: 5.02 5.92 -1.79
H: 6.35 4.11 2.03
H: 7.45 4.28 0.78
H: 5.93 3.16 -1.52
O: -1.01 0.20 -3.81
P: -1.78 -0.27 -4.97
O: -2.22 1.00 -5.87
C: -1.22 1.81 -6.48
C: -0.69 1.18 -7.76
O: -3.24 -0.63 -4.34
C: -3.39 -0.94 -2.95
C: -4.05 0.21 -2.22
O: -1.86 -1.38 -6.11
C: -2.19 -2.75 -5.79
C: -3.55 -3.07 -6.35
H: -0.41 2.01 -5.78
H: -1.70 2.76 -6.71
H: -0.13 0.27 -7.54
H: -0.02 1.87 -8.28
H: -1.51 0.91 -8.42
H: -2.43 -1.19 -2.50
H: -4.03 -1.83 -2.89
H: -3.46 1.13 -2.34
H: -4.15 0.00 -1.16
H: -5.04 0.41 -2.64
H: -2.16 -2.92 -4.71
H: -1.43 -3.39 -6.25
H: -4.32 -2.43 -5.91
H: -3.81 -4.11 -6.17
H: -3.57 -2.89 -7.43
O: -0.87 -4.52 1.80
P: -0.56 -5.81 1.17
O: 0.31 -5.56 -0.16
C: 1.61 -4.95 -0.04
C: 2.67 -5.95 0.38
O: -1.97 -6.25 0.48
C: -3.22 -5.73 0.95
C: -3.77 -4.71 -0.02
O: -0.10 -7.32 1.45
C: -0.98 -8.26 2.10
C: -1.40 -9.31 1.10
H: 1.56 -4.11 0.65
H: 1.84 -4.55 -1.03
H: 2.49 -6.30 1.40
H: 3.66 -5.50 0.34
H: 2.65 -6.83 -0.27
H: -3.11 -5.30 1.95
H: -3.91 -6.57 1.03
H: -3.05 -3.89 -0.17
H: -4.71 -4.29 0.34
H: -3.94 -5.17 -1.00
H: -1.85 -7.75 2.54
H: -0.42 -8.72 2.91
H: -1.96 -8.86 0.27
H: -2.03 -10.06 1.57
H: -0.53 -9.80 0.67

These are the Löwdin partial charges, in e, on atoms 1 to 2: atom 1 (N): 0.189, atom 2 (C): -0.329

=====

No. 2
Computed, not measured: C6H9IrO5 as an isolated structure, with ωB97M-V/def2-TZVPD.

Computed properties:
frontier orbital gap (spin up / spin down)	8.7 / 5.8	eV
LUMO level (spin up / spin down)	-3.41 / -7.88	eV
multiplicity	6
total charge	+1

Element x y z (Å)
O: 0.64 0.58 -0.47
C: 0.93 -0.04 0.83
O: 1.94 0.34 1.44
O: -0.45 0.45 1.45
C: -0.67 0.20 2.76
C: 1.51 0.19 -1.52
H: 2.53 0.54 -1.28
H: 1.54 -0.91 -1.57
C: 1.03 0.76 -2.83
H: 0.02 0.39 -3.07
H: 1.01 1.86 -2.80
H: 1.70 0.45 -3.64
C: -1.83 0.41 3.37
H: 0.20 -0.22 3.28
H: -1.92 0.20 4.44
H: -2.72 0.73 2.82
O: -1.50 -2.98 -1.75
C: -1.60 -1.98 -1.18
O: -1.84 -0.94 -0.71
Ir: -1.25 1.16 -0.24
H: 0.73 -1.15 0.69

These are the natural (NBO) partial charges, in e, on atoms 1 to 2: atom 1 (O): -0.635, atom 2 (C): 0.609

=====

No. 3
Computed, not measured: C26H28AsClInN6O4S as an isolated structure, with ωB97M-V/def2-TZVPD.

Computed properties:
frontier orbital gap	6.1	eV
LUMO level	-4.27	eV
energy above the lowest of the compared OMol25 structures with the same formula, charge and spin	75.99	kJ/mol
total charge	+1

Element x y z (Å)
In: 0.85 0.27 0.80
C: -3.61 -2.19 3.31
C: -2.50 -3.03 3.25
C: -1.47 -2.76 2.37
C: -1.54 -1.65 1.53
C: -2.64 -0.81 1.59
C: -3.67 -1.08 2.48
N: -0.45 -1.37 0.65
C: -0.13 -2.25 -0.32
C: -1.02 -3.25 -0.79
C: -0.65 -4.08 -1.81
C: 0.63 -4.01 -2.43
C: 1.53 -3.09 -1.98
C: 1.17 -2.20 -0.94
N: 2.02 -1.34 -0.34
N: 3.27 -1.34 -0.47
C: 3.88 -0.51 0.51
C: 5.26 -0.46 0.55
C: 5.87 0.25 1.57
C: 5.08 0.89 2.52
C: 3.71 0.81 2.40
N: 3.12 0.13 1.41
H: -4.41 -2.41 4.00
H: -2.44 -3.89 3.90
H: -0.59 -3.39 2.33
H: -2.69 0.05 0.94
H: -4.53 -0.43 2.52
H: -2.00 -3.32 -0.35
H: -1.36 -4.81 -2.17
H: 0.88 -4.68 -3.24
H: 2.52 -3.02 -2.41
H: 5.83 -1.00 -0.20
H: 6.95 0.30 1.63
H: 5.52 1.43 3.34
H: 3.05 1.30 3.11
C: 2.64 3.68 0.67
As: 1.70 2.43 -0.46
C: 3.02 1.94 -1.80
C: 0.50 3.60 -1.41
H: 3.07 4.47 0.05
H: 3.44 3.18 1.21
H: 1.94 4.11 1.39
H: 3.25 2.81 -2.41
H: 2.63 1.14 -2.43
H: 3.93 1.61 -1.30
H: 1.10 4.39 -1.87
H: -0.20 4.04 -0.71
H: -0.04 3.05 -2.18
O: -1.01 1.75 4.17
Cl: -0.05 1.73 3.15
O: 0.58 0.38 3.05
O: 0.99 2.70 3.33
O: -0.65 1.91 1.82
N: -5.84 1.02 -3.00
C: -5.05 -0.04 -2.75
S: -5.54 -1.60 -2.82
C: -3.67 0.31 -2.32
C: -2.58 -0.43 -2.76
C: -1.32 -0.12 -2.29
N: -1.09 0.84 -1.38
C: -2.13 1.56 -0.98
C: -3.43 1.35 -1.43
H: -6.79 0.85 -3.31
H: -5.46 1.94 -3.11
H: -2.73 -1.25 -3.45
H: -0.47 -0.69 -2.63
H: -1.94 2.33 -0.24
H: -4.24 1.95 -1.04

These are the natural (NBO) partial charges, in e, on atoms 1 to 2: atom 1 (In): 1.590, atom 2 (C): -0.211

=====

No. 4
Computed, not measured: C26H30AuN5SSe2 as an isolated structure, with ωB97M-V/def2-TZVPD.

Computed properties:
frontier orbital gap (spin up / spin down)	6.8 / 3.5	eV
LUMO level (spin up / spin down)	-9.82 / -13.40	eV
energy above the lowest of the compared OMol25 structures with the same formula, charge and spin	328.72	kJ/mol
multiplicity	3
total charge	+4

Element x y z (Å)
Au: -0.30 0.15 -2.48
Se: 2.81 1.25 5.46
Se: 2.42 0.30 7.47
C: 2.61 1.90 8.50
C: 2.49 1.81 9.87
C: 2.65 2.99 10.59
C: 2.89 4.16 9.89
C: 2.99 4.12 8.50
N: 2.85 3.00 7.80
C: 2.88 -0.40 4.44
C: 3.54 -1.52 4.89
C: 3.56 -2.63 4.06
C: 2.95 -2.55 2.82
C: 2.35 -1.35 2.45
N: 2.30 -0.28 3.24
H: 2.30 0.87 10.37
H: 2.57 2.99 11.66
H: 3.02 5.10 10.41
H: 3.18 5.02 7.93
H: 4.04 -1.54 5.85
H: 4.05 -3.54 4.37
H: 2.95 -3.39 2.14
H: 1.88 -1.26 1.47
N: -1.95 -0.97 -2.05
S: -3.47 -0.68 -2.54
C: -3.55 -0.87 -4.27
C: -2.77 -1.83 -4.92
C: -2.98 -2.01 -6.27
C: -3.94 -1.25 -6.94
C: -4.70 -0.30 -6.27
C: -4.51 -0.09 -4.92
C: -4.59 -1.72 -1.72
C: -5.18 -2.80 -2.38
C: -6.09 -3.56 -1.68
C: -6.41 -3.23 -0.36
C: -5.84 -2.13 0.27
C: -4.92 -1.35 -0.41
H: -1.94 -1.61 -1.25
H: -2.05 -2.43 -4.38
H: -2.41 -2.76 -6.81
H: -4.10 -1.42 -8.00
H: -5.45 0.28 -6.80
H: -5.10 0.64 -4.38
H: -4.93 -3.04 -3.41
H: -6.55 -4.42 -2.15
H: -7.14 -3.83 0.17
H: -6.12 -1.88 1.28
H: -4.50 -0.47 0.05
N: 4.02 1.92 -4.13
C: 3.79 1.92 -2.65
C: 2.64 0.98 -2.29
N: 1.38 1.32 -3.01
C: 1.64 1.32 -4.48
C: 2.76 2.26 -4.88
H: 4.38 1.01 -4.44
H: 4.76 2.59 -4.37
H: 3.58 2.95 -2.36
H: 4.71 1.60 -2.15
H: 2.47 1.04 -1.21
H: 2.89 -0.05 -2.52
H: 1.11 2.27 -2.74
H: 0.73 1.63 -5.00
H: 1.86 0.30 -4.78
H: 2.53 3.30 -4.64
H: 2.96 2.20 -5.95

These are the natural (NBO) partial charges, in e, on atoms 1 to 2: atom 1 (Au): 0.620, atom 2 (Se): 0.510

=====

No. 5
Computed, not measured: C22H61N3PdSi6Te as an isolated structure, with ωB97M-V/def2-TZVPD.

Computed properties:
frontier orbital gap	4.7	eV
LUMO level	4.36	eV
total charge	-2

Element x y z (Å)
Pd: -0.87 -1.67 -0.66
C: -1.24 -5.43 -0.39
C: 0.21 -5.03 0.03
N: 0.19 -4.01 1.06
C: -0.37 -4.38 2.34
C: -1.30 -3.27 2.92
N: -2.09 -2.58 1.92
C: -3.36 -3.14 1.53
C: -3.18 -4.46 0.74
N: -2.22 -4.36 -0.34
H: -1.57 -6.26 0.26
H: -1.19 -5.84 -1.41
H: 0.71 -4.60 -0.84
H: 0.75 -5.94 0.33
H: 1.07 -3.52 1.14
H: 0.41 -4.59 3.09
H: -0.94 -5.30 2.21
H: -0.67 -2.53 3.40
H: -1.95 -3.74 3.69
H: -2.15 -1.60 2.12
H: -3.86 -2.41 0.89
H: -4.01 -3.35 2.40
H: -4.16 -4.75 0.34
H: -2.91 -5.24 1.47
H: -1.75 -3.40 -0.38
C: -3.17 0.26 -3.49
Si: -2.86 -1.01 -2.07
C: -4.52 -1.98 -2.03
C: -3.08 0.28 -0.61
C: -1.58 -2.17 -2.76
Si: 0.13 -1.54 -3.06
C: 1.73 -2.56 -2.73
C: 0.62 0.28 -2.66
C: 0.26 -1.40 -5.00
H: -4.06 0.87 -3.31
H: -3.29 -0.27 -4.44
H: -2.31 0.93 -3.60
H: -5.32 -1.43 -1.51
H: -4.41 -2.96 -1.54
H: -4.85 -2.16 -3.06
H: -4.04 0.81 -0.68
H: -2.28 1.03 -0.69
H: -3.00 -0.15 0.39
H: -1.72 -3.23 -2.58
H: 2.03 -2.51 -1.68
H: 2.55 -2.18 -3.34
H: 1.57 -3.61 -3.00
H: -0.24 0.81 -2.24
H: 0.93 0.81 -3.56
H: 1.42 0.33 -1.92
H: 0.16 -2.38 -5.48
H: 1.21 -0.95 -5.33
H: -0.56 -0.77 -5.37
C: -1.85 3.51 1.36
Si: -0.17 3.78 0.51
C: -0.53 3.98 -1.34
C: 0.39 5.51 1.11
Si: 1.39 2.10 1.00
Te: 0.54 -0.19 1.11
Si: 2.10 2.56 3.19
C: 3.03 4.18 3.62
C: 3.25 1.19 3.85
C: 0.60 2.57 4.37
Si: 3.30 2.57 -0.32
C: 4.22 4.17 0.19
C: 3.18 2.77 -2.21
C: 4.55 1.16 -0.04
H: -2.56 4.30 1.12
H: -1.72 3.47 2.45
H: -2.28 2.56 1.05
H: -1.37 4.66 -1.52
H: -0.78 3.02 -1.79
H: 0.34 4.38 -1.87
H: -0.32 6.28 0.80
H: 1.37 5.77 0.71
H: 0.46 5.53 2.20
H: 4.08 4.11 3.35
H: 2.97 4.40 4.69
H: 2.61 5.04 3.08
H: 4.21 1.21 3.33
H: 2.79 0.22 3.65
H: 3.43 1.27 4.92
H: -0.02 3.45 4.20
H: 0.90 2.56 5.42
H: -0.01 1.69 4.18
H: 3.60 5.05 0.01
H: 5.14 4.29 -0.39
H: 4.48 4.16 1.25
H: 2.27 3.29 -2.51
H: 3.15 1.79 -2.70
H: 4.03 3.32 -2.61
H: 4.86 1.13 1.00
H: 5.44 1.26 -0.67
H: 4.07 0.21 -0.27

These are the natural (NBO) partial charges, in e, on atoms 1 to 2: atom 1 (Pd): 0.008, atom 2 (C): -0.211

=====

No. 6
Computed, not measured: an isolated ion of composition HINO2S and charge -1, with ωB97M-V/def2-TZVPD.

Computed properties:
frontier orbital gap	7.1	eV
LUMO level	3.11	eV
energy above the lowest of the compared OMol25 structures with the same formula, charge and spin	81.20	kJ/mol
total charge	-1

Element x y z (Å)
N: -0.62 0.05 -0.84
O: 1.24 0.77 0.54
O: 1.11 -1.70 -0.13
S: 0.24 -0.63 0.38
I: -2.48 0.34 0.00
H: 0.52 1.17 0.05

These are the natural (NBO) partial charges, in e, on atoms 1 to 2: atom 1 (N): -1.145, atom 2 (O): -0.936